{
  "formula": "C34H28F49NO6P",
  "method": "ωB97M-V/def2-TZVPD",
  "e_lumo_ev": -5.6164,
  "total_charge": 1,
  "spin_multiplicity": 1,
  "homo_ev": -12.78,
  "e_tot_ha": -7052.64556,
  "gap_ev": 7.16,
  "symbols": ["O", "P", "O", "C", "N", "C", "C", "C", "C", "F", "F", "C", "F", "F", "C", "F", "F", "C", "F", "F", "C", "F", "F", "C", "F", "F", "C", "F", "F", "C", "F", "F", "F", "C", "C", "H", "H", "H", "H", "H", "H", "H", "H", "H", "H", "H", "H", "C", "C", "C", "F", "F", "F", "F", "O", "C", "C", "F", "F", "F", "F", "H", "H", "H", "H", "C", "C", "C", "F", "F", "F", "F", "O", "C", "C", "F", "F", "F", "F", "H", "H", "H", "H", "C", "C", "C", "F", "F", "F", "F", "O", "C", "C", "F", "F", "F", "F", "H", "H", "H", "H", "C", "C", "C", "F", "F", "F", "F", "O", "C", "C", "F", "F", "F", "F", "H", "H", "H", "H"],
  "positions_angstrom": [[-6.46, -5.44, -3.20], [-5.75, -6.96, -3.73], [-5.75, -7.94, -2.25], [-3.85, -6.66, -4.04], [-2.86, -7.64, -3.94], [-1.55, -6.93, -4.22], [-0.18, -7.78, -4.47], [0.65, -8.14, -3.06], [1.30, -6.79, -2.35], [2.80, -7.01, -2.43], [1.07, -5.54, -3.10], [0.99, -6.69, -0.72], [2.09, -5.80, -0.19], [1.34, -8.06, -0.20], [-0.51, -6.20, -0.33], [-1.43, -7.29, -0.84], [-0.98, -4.98, -1.09], [-0.85, -6.11, 1.27], [-2.35, -6.28, 1.37], [-0.33, -7.28, 2.06], [-0.38, -4.79, 2.08], [1.11, -4.71, 2.33], [-0.93, -5.00, 3.48], [-0.99, -3.35, 1.62], [-2.32, -3.38, 0.96], [-1.22, -2.57, 2.90], [-0.01, -2.39, 0.73], [1.01, -3.08, -0.09], [0.76, -1.55, 1.72], [-0.84, -1.28, -0.20], [0.13, -0.23, -0.69], [-1.44, -1.88, -1.42], [-1.84, -0.50, 0.63], [-1.89, -5.68, -5.28], [-3.25, -5.16, -4.46], [-6.60, -5.51, -2.20], [-4.92, -7.66, -1.71], [-3.05, -8.65, -3.70], [-1.38, -6.33, -3.23], [-0.51, -8.83, -4.91], [0.54, -7.31, -5.27], [0.01, -8.79, -2.32], [1.53, -8.85, -3.42], [-0.96, -4.96, -5.08], [-2.03, -5.94, -6.41], [-2.88, -4.46, -3.59], [-3.90, -4.69, -5.33], [1.11, 1.63, -3.27], [2.48, 2.32, -3.30], [2.56, 3.63, -2.53], [1.72, 4.57, -3.02], [3.81, 4.16, -2.61], [2.87, 2.48, -4.60], [3.38, 1.44, -2.76], [0.27, 1.85, -4.41], [-0.51, 3.05, -4.38], [-0.15, 4.03, -5.50], [1.15, 4.41, -5.43], [-0.89, 5.16, -5.42], [-0.42, 3.60, -3.14], [-1.80, 2.65, -4.52], [1.30, 0.55, -3.28], [0.57, 1.81, -2.33], [2.34, 3.48, -1.47], [-0.31, 3.57, -6.48], [3.57, 3.92, 2.29], [3.61, 2.92, 1.13], [3.15, 1.51, 1.48], [3.94, 0.94, 2.43], [3.22, 0.69, 0.39], [4.85, 2.92, 0.58], [2.77, 3.40, 0.15], [4.81, 4.16, 2.95], [5.14, 3.23, 3.98], [6.42, 2.43, 3.68], [6.29, 1.71, 2.53], [6.69, 1.54, 4.67], [4.07, 2.44, 4.24], [5.33, 3.98, 5.11], [3.31, 4.89, 1.85], [2.76, 3.71, 3.00], [2.12, 1.50, 1.84], [7.28, 3.09, 3.57], [-1.51, 0.29, 4.96], [-2.82, 0.86, 5.53], [-3.60, 1.75, 4.57], [-2.90, 2.84, 4.20], [-4.74, 2.20, 5.15], [-2.56, 1.50, 6.70], [-3.61, -0.21, 5.86], [-0.32, 0.98, 5.32], [0.01, 2.10, 4.50], [0.01, 3.43, 5.28], [-1.22, 3.68, 5.81], [0.30, 4.47, 4.46], [-0.80, 2.12, 3.42], [1.26, 1.85, 4.03], [-1.39, -0.71, 5.41], [-1.57, 0.10, 3.88], [-3.89, 1.20, 3.66], [0.74, 3.41, 6.09], [-0.20, 7.19, -0.75], [0.75, 6.38, 0.14], [0.11, 5.21, 0.87], [-0.88, 5.60, 1.71], [1.02, 4.55, 1.63], [1.36, 7.23, 1.02], [1.75, 5.90, -0.66], [-0.73, 8.39, -0.18], [-1.90, 8.22, 0.63], [-1.67, 8.62, 2.09], [-0.69, 7.88, 2.66], [-2.79, 8.43, 2.83], [-2.36, 6.96, 0.49], [-2.84, 9.03, 0.07], [0.39, 7.54, -1.60], [-0.99, 6.57, -1.20], [-0.31, 4.48, 0.16], [-1.38, 9.68, 2.17]]
}